{"formula": "C3H4AgO4", "method": "ωB97M-V with the def2-TZVPD basis set", "e_homo_ev": [-9.3160, -9.2772], "total_energy_ha": -564.47898, "de_lowest_ev": 1.968, "orbital_gap_ev": [8.896, 6.635], "spin_multiplicity": 2, "species": ["C", "C", "O", "C", "O", "O", "O", "Ag", "H", "H", "H", "H"], "coordinates": [[-1.558, -0.688, 0.405], [-1.062, 0.459, -0.089], [-0.271, 0.368, -1.234], [1.032, 0.587, -1.126], [1.500, 1.240, -0.151], [1.816, -0.072, -1.863], [-2.581, -0.643, 1.303], [3.299, 0.188, -0.421], [-1.456, -1.616, -0.166], [2.953, -0.910, 0.993], [-2.258, -0.364, 2.163], [-1.414, 1.453, 0.185]], "lowdin_charge": [-0.152, -0.072, 0.045, -0.787, -0.131, -0.120, -0.011, 0.767, 0.135, 0.086, 0.102, 0.139]}